(1)
C3H11N3O | wB97M-V/def2-TZVPD

* structure (SMILES): [H]/N=C(\N)NCC.O

Positions of all 18 atoms, in Å:
1 H -2.3595 0.2101 0.5283
2 N -1.4144 0.2239 0.0406
3 C -0.4033 0.2312 0.7660
4 N -0.3553 0.2962 2.2218
5 N 0.8425 -0.1518 0.2730
6 C 1.2796 -1.4787 0.0037
7 C 0.4912 -1.9370 -1.2715
8 H 0.3439 -0.4761 2.4574
9 H -0.2208 1.1040 2.8303
10 H 1.1530 0.5798 -0.3485
11 H 2.3838 -1.5593 -0.3381
12 H 1.0651 -2.0933 0.8223
13 H 0.4134 -1.2381 -2.1395
14 H 0.7448 -2.9823 -1.7125
15 H -0.5847 -1.9749 -0.8922
16 O -0.4503 2.6028 -1.5160
17 H -1.0952 2.0252 -1.5224
18 H 0.0429 2.1121 -2.2939

(2)
C3H11N3O | wB97M-V/def2-TZVPD

* structure (SMILES): [H]/N=C/N(N)CC.O

Positions of all 18 atoms, in Å:
1 H -1.7536 -3.0839 -0.4216
2 N -2.0030 -2.1005 -0.3555
3 C -1.0167 -1.3940 0.1132
4 N -0.9693 -0.0545 0.2795
5 N -2.0962 0.7348 0.0554
6 C 0.2737 0.7651 0.4610
7 C 0.3622 2.0330 -0.4286
8 H -0.0600 -1.8582 0.4886
9 H -2.8008 0.4527 0.7516
10 H -2.4332 0.4556 -0.8792
11 H 1.1006 0.0921 0.3200
12 H 0.3165 1.0198 1.5398
13 H 1.3779 2.4768 -0.3253
14 H -0.4115 2.7940 -0.2262
15 H 0.1605 1.8414 -1.5214
16 O 3.0841 -1.0916 -0.1200
17 H 3.1969 -1.2654 0.7927
18 H 3.6719 -1.8172 -0.5239

(3)
C3H11N3O | wB97M-V/def2-TZVPD

Positions of all 18 atoms, in Å:
1 C -0.9320 1.2534 -0.1805
2 C -0.4302 -1.3958 -1.4434
3 N 0.2418 0.3879 -0.2468
4 N 1.4269 1.0478 -0.6429
5 H 2.1837 0.3683 -0.6111
6 H 1.3043 1.3266 -1.6141
7 H -0.7111 2.1600 0.3881
8 H -1.2340 1.5148 -1.1980
9 H 0.5187 -1.9145 -1.5267
10 H -0.5268 -0.6282 -2.2122
11 H -1.2744 -2.0715 -1.5196
12 H -1.7495 0.7057 0.2876
13 C 0.3499 -0.2114 2.0841
14 N 0.4496 -0.6750 0.6964
15 O -0.6376 -1.5146 0.4252
16 H 0.5843 -1.0641 2.7206
17 H -0.6563 0.1380 2.3413
18 H 1.0927 0.5726 2.2521

The records above give, respectively, LUMO level values of 0.84, 0.50, 0.85 eV.
The records above give, respectively, max |F| values of 0.154, 0.061, 0.051 Eh/bohr.